{"formula": "C44H34O6P2", "method": "ωB97M-V/def2-TZVPD", "lumo_ev": -0.97, "gap_ev": 6.55, "homo_ev": -7.52, "energy_ha": -2831.21486, "smiles": "O=C1c2ccccc2C(=O)c2ccccc21.O=C1c2ccccc2C(=O)c2ccccc21.O=C1c2ccccc2C(=O)c2ccccc21.CP(C)[PH4]", "elements": ["P", "P", "O", "O", "O", "O", "O", "O", "C", "C", "C", "C", "C", "C", "C", "C", "C", "C", "C", "C", "C", "C", "C", "C", "C", "C", "C", "C", "C", "C", "C", "C", "C", "C", "C", "C", "C", "C", "C", "C", "C", "C", "C", "C", "C", "C", "C", "C", "C", "C", "C", "C", "H", "H", "H", "H", "H", "H", "H", "H", "H", "H", "H", "H", "H", "H", "H", "H", "H", "H", "H", "H", "H", "H", "H", "H", "H", "H", "H", "H", "H", "H", "H", "H", "H", "H"], "positions_angstrom": [[-1.1846, 2.5209, 5.2267], [-3.0949, 2.5002, 6.5186], [-6.0561, 2.4544, -3.3833], [6.8247, -0.6388, -4.1607], [1.5921, -2.8835, 0.3999], [-1.3177, 2.1320, -0.8837], [-1.2271, -4.7102, 4.5857], [1.6069, 0.5540, -3.7106], [-2.8748, 1.0960, -2.3272], [4.7384, 0.4876, -7.6026], [-0.7430, -2.8936, 3.1552], [4.8387, 0.0344, -5.2459], [-0.1622, 1.2996, 6.1475], [3.5829, -0.1557, -2.6322], [-4.5869, 0.0921, -3.6962], [-4.6858, 5.7954, -1.2772], [-1.8171, -0.7545, 3.3495], [0.6482, -6.4397, 3.4355], [2.7824, 0.2764, -3.8135], [0.0040, -2.4149, 2.0778], [-4.9685, 2.3935, -2.8525], [3.3852, 0.7883, -7.4889], [1.1699, -4.6747, 1.8797], [-2.0942, -0.0448, -2.4695], [-0.5735, -4.2884, 3.6567], [-2.3594, 2.2223, -1.4958], [4.9343, -0.4882, -2.7515], [-2.5599, -1.1112, -3.2190], [-1.6585, -2.0587, 3.7853], [3.6607, -0.6736, -0.2898], [-4.1210, 1.1694, -2.9524], [-3.4599, 5.7099, -0.6259], [2.7587, 0.7164, -6.2570], [2.3002, -6.7874, 1.7219], [-5.1668, 4.7165, -1.9983], [2.0975, -5.5001, 1.2552], [-0.3931, 4.0991, 5.7673], [-1.0584, -0.2693, 2.2899], [1.5767, -7.2563, 2.8131], [5.0019, -1.0167, -0.4088], [5.6397, -0.9194, -1.6347], [-3.8090, -1.0456, -3.8261], [2.9542, -0.2423, -1.3981], [-2.7132, 4.5468, -0.6999], [0.4404, -5.1465, 2.9716], [5.4632, 0.1117, -6.4851], [5.6434, -0.3878, -4.0589], [3.4823, 0.3409, -5.1314], [-0.1566, -1.1013, 1.6508], [0.9779, -3.2882, 1.3639], [-4.4205, 3.5467, -2.0771], [-3.1881, 3.4630, -1.4290], [3.1616, -0.7557, 0.6657], [0.0632, 1.6067, 7.1716], [-1.7573, 4.4559, -0.2022], [5.2264, 0.5469, -8.5667], [0.4323, -0.7477, 0.8149], [-6.1194, 4.7572, -2.5088], [-5.2663, 6.7070, -1.2196], [-5.5577, 0.1697, -4.1665], [-3.8235, 3.0598, 5.4462], [-2.5226, -0.0988, 3.8437], [1.7085, 0.9484, -6.1421], [1.7388, -8.2625, 3.1770], [-2.2308, -2.4515, 4.6152], [-1.1245, 4.7594, 6.2463], [-1.1211, -0.0733, -1.9982], [3.0230, -7.4296, 1.2358], [-1.9458, -1.9947, -3.3349], [-2.5656, 3.4520, 7.4568], [-4.2944, 2.4095, 7.3369], [2.8204, 1.0794, -8.3649], [0.7795, 1.1642, 5.6153], [-4.1720, -1.8827, -4.4082], [1.9072, 0.0221, -1.3316], [0.0281, 4.6299, 4.9157], [0.0712, -6.7839, 4.2831], [2.6475, -5.1126, 0.4081], [-3.0879, 6.5542, -0.0602], [6.5159, -0.1284, -6.5486], [-1.1744, 0.7562, 1.9635], [-0.6675, 0.3315, 6.1685], [-2.9870, 1.0651, 6.5296], [0.4067, 3.9111, 6.4824], [5.5497, -1.3645, 0.4574], [6.6840, -1.1760, -1.7502]], "atomic_forces_ev_per_a": [[0.024, 0.021, -0.223], [-0.028, -0.108, 0.073], [-0.019, 0.001, -0.015], [0.021, -0.015, 0.001], [0.043, -0.030, -0.049], [0.083, -0.030, 0.047], [-0.009, -0.005, 0.024], [-0.040, 0.001, -0.033], [0.039, 0.040, 0.010], [0.015, -0.001, -0.001], [0.014, -0.048, 0.029], [0.024, -0.029, 0.044], [0.016, -0.046, 0.061], [-0.009, 0.011, -0.055], [0.001, -0.021, -0.013], [-0.015, 0.003, -0.008], [0.014, 0.022, 0.070], [0.002, -0.024, -0.001], [0.085, -0.035, -0.005], [0.029, -0.022, -0.015], [0.096, -0.001, 0.054], [-0.016, 0.002, -0.001], [0.000, 0.049, -0.015], [0.037, -0.017, 0.005], [0.063, 0.035, -0.092], [-0.142, -0.016, -0.013], [0.028, 0.006, -0.027], [0.021, -0.002, 0.000], [-0.019, 0.021, -0.007], [0.018, 0.026, 0.029], [-0.033, 0.044, -0.001], [0.015, -0.003, 0.010], [-0.003, 0.017, -0.019], [0.008, 0.006, -0.015], [-0.009, 0.018, 0.009], [0.011, -0.019, -0.002], [-0.020, 0.058, -0.011], [-0.034, 0.033, -0.040], [-0.008, -0.007, 0.016], [0.031, 0.008, -0.021], [-0.002, -0.009, 0.015], [-0.013, 0.002, -0.011], [-0.049, -0.016, 0.045], [0.006, 0.027, 0.002], [-0.046, 0.029, 0.019], [0.006, 0.003, -0.022], [-0.110, 0.035, -0.010], [-0.027, 0.011, 0.058], [-0.002, 0.019, -0.024], [-0.088, -0.010, 0.087], [-0.028, -0.046, -0.019], [0.040, -0.043, -0.010], [0.005, -0.015, 0.000], [-0.046, 0.006, 0.031], [-0.002, 0.002, -0.002], [-0.004, -0.001, 0.000], [-0.011, -0.007, -0.005], [0.001, -0.001, 0.003], [0.002, -0.001, 0.004], [0.003, 0.000, -0.001], [-0.070, 0.051, 0.028], [-0.002, -0.001, -0.009], [0.002, 0.001, 0.000], [0.000, 0.000, -0.005], [-0.003, -0.001, -0.006], [-0.013, 0.000, -0.003], [-0.004, 0.004, 0.003], [0.000, -0.001, 0.004], [-0.005, -0.002, 0.005], [0.117, 0.034, -0.062], [0.024, -0.027, 0.008], [0.004, 0.002, 0.000], [0.028, -0.063, 0.028], [0.003, 0.000, 0.002], [0.003, -0.003, 0.004], [-0.007, 0.045, 0.006], [0.001, 0.000, -0.003], [0.000, 0.000, 0.004], [-0.002, 0.001, -0.004], [-0.003, -0.002, -0.001], [-0.004, 0.000, 0.006], [0.008, -0.005, -0.015], [-0.054, 0.009, -0.008], [0.012, 0.009, 0.049], [0.001, 0.014, 0.002], [-0.002, 0.002, 0.001]], "mulliken_charge": [0.12, -0.13, -0.67, -0.68, -0.64, -0.71, -0.67, -0.68, 0.15, -0.48, 0.51, 0.21, -1.17, 0.10, -0.75, -0.47, -0.44, -0.56, 0.56, 0.19, 0.54, -0.51, 0.16, -0.42, 0.49, 0.48, 0.40, -0.80, -0.93, -0.32, 0.40, -0.57, -0.55, -0.52, -0.63, -0.51, -1.08, -1.01, -0.48, -0.68, -0.69, -0.43, -0.50, -0.46, 0.15, -0.57, 0.58, 0.07, -0.39, 0.40, 0.21, 0.21, 0.39, 0.44, 0.51, 0.40, 0.73, 0.48, 0.40, 0.49, 0.07, 0.58, 0.50, 0.39, 0.48, 0.35, 0.77, 0.41, 0.45, 0.04, 0.08, 0.40, 0.33, 0.39, 0.65, 0.33, 0.48, 0.51, 0.41, 0.48, 0.64, 0.33, 0.04, 0.30, 0.42, 0.48]}